No. 1
{
  "formula": "C23H30ClN3O3",
  "method": "the ωB97M-V functional and the def2-TZVPD basis",
  "e_above_lowest_kcal_mol": 490.3,
  "homo_ev": -8.3,
  "homo_lumo_gap_ev": 8.3,
  "e_tot_ha": -1743.89971,
  "species": ["C", "C", "H", "H", "C", "C", "N", "N", "C", "C", "H", "C", "O", "N", "C", "H", "C", "C", "O", "O", "C", "C", "H", "H", "H", "H", "H", "C", "C", "C", "H", "H", "H", "H", "H", "H", "C", "C", "C", "C", "C", "C", "C", "H", "Cl", "H", "H", "H", "H", "H", "H", "C", "H", "H", "H", "H", "H", "H", "H", "H"],
  "xyz": [[-5.9887, -1.2247, -0.5016], [-5.2335, -1.3797, 0.7781], [-5.1888, -0.3046, 1.2460], [-5.9325, -2.0689, 1.3786], [-3.9402, -2.1132, 0.5218], [-3.1123, -1.0911, -0.0004], [-2.7374, -1.3696, -1.1244], [-1.9167, -0.1961, -1.7741], [-1.8225, 0.7159, -0.7537], [-2.4877, 0.1651, 0.3922], [-2.7482, 0.8823, 1.3683], [-1.1063, 2.0367, -0.9297], [-1.0898, 2.4646, -1.9296], [-0.1827, 2.3881, 0.2510], [0.2591, 1.3487, 1.0772], [-0.0862, 1.6629, 2.3358], [1.8336, 1.0790, 1.1710], [2.0915, 0.7861, -0.2399], [1.4630, 0.3658, -1.1066], [3.3295, 1.2376, -0.5696], [3.6879, 0.9206, -2.1340], [4.0800, -0.4129, -2.0932], [5.0187, -0.6263, -1.5248], [3.3169, -1.1486, -1.8881], [4.5302, -0.4620, -3.5169], [2.9604, 1.1620, -2.6995], [4.5515, 1.4477, -2.2513], [2.4696, 2.7503, 1.4777], [1.3842, 3.7147, 1.3661], [0.6443, 3.4533, 0.0950], [-0.0513, 4.4423, -0.2267], [1.2145, 3.3430, -0.9903], [0.8386, 3.9322, 2.1355], [2.0016, 4.5481, 1.0917], [2.6670, 2.5033, 2.5716], [3.3918, 2.9356, 0.9773], [2.3290, 0.1141, 1.8749], [1.8345, -1.2228, 1.8458], [0.5760, -1.7040, 1.9639], [0.0181, -2.8124, 1.5130], [0.9895, -3.7363, 0.6861], [2.0243, -3.1030, 0.4326], [2.5323, -2.0240, 0.7428], [3.5621, -1.7656, 0.4672], [3.0609, -4.0099, -0.9676], [0.7068, -4.6461, 0.0861], [-0.7589, -3.4203, 1.7359], [0.1142, -1.3557, 2.6938], [3.4203, 0.2324, 1.9582], [1.8015, 0.3716, 3.1049], [-0.1585, 0.4440, 0.9582], [-1.2241, -0.1500, -2.9824], [-1.4801, -0.9369, -3.6292], [-1.3517, 0.6868, -3.3124], [-0.0578, -0.4112, -2.6878], [-3.5308, -2.0152, 1.8896], [-4.0125, -2.9452, 0.0664], [-6.1924, -2.1865, -1.0227], [-7.0109, -0.7108, -0.4706], [-5.3009, -0.5810, -0.9271]],
  "atomic_forces_ev_per_a": [[-2.5143, -0.2004, -0.1874], [-4.1678, -0.9506, 2.1642], [0.4469, -2.3516, -0.4522], [1.2279, 1.1890, 0.1108], [0.0936, 7.8877, 10.7795], [2.8906, 3.6263, 2.1770], [3.9641, -0.0308, -9.9183], [-3.4623, -1.2295, 5.7483], [-1.8959, -2.4622, 2.2491], [-1.0218, 3.5078, 1.6304], [0.8593, -2.2895, -2.6806], [2.0609, -7.5120, 13.1404], [0.4586, 7.3122, -11.7081], [-4.0741, -2.7843, -2.5953], [1.6581, 2.4240, 6.5886], [1.0591, -1.0668, -3.0839], [-5.4339, 10.6107, -6.9886], [5.4597, 3.3646, 0.1486], [-4.8723, -2.8363, -3.1774], [1.1063, -0.0834, -2.0876], [2.5595, 0.1275, 7.4179], [3.0850, -3.9089, -4.2638], [-0.8635, 0.2883, -0.4949], [-0.0618, -0.2596, -0.3799], [-1.3243, -0.5235, 4.0409], [-5.2367, 1.7914, -3.6700], [1.8959, 2.3116, -0.3376], [-0.5491, -5.9946, 3.7434], [4.3369, 0.4664, -6.3425], [-1.0622, 4.7220, -4.5187], [1.6439, -2.3132, 1.0642], [-0.2257, 0.3403, 2.8393], [-3.3025, 0.8248, 4.4586], [-0.1896, 1.4746, 0.3205], [0.2387, 0.7821, -1.0713], [0.2479, 0.0248, -0.5845], [2.1959, -3.6135, 12.5655], [3.0166, -3.9494, -7.8791], [1.9170, -1.0018, -1.4965], [5.3959, -5.5469, -4.4414], [-10.2544, -1.4011, 2.1850], [5.0511, -5.7833, -6.7845], [3.7892, 9.5347, 6.1534], [-0.6660, 0.1876, -0.1095], [-0.4089, 0.5207, 0.9441], [0.0584, 0.9993, 1.3689], [-3.1318, -0.4248, 1.2771], [-4.8526, 4.1470, 6.1860], [-0.2259, -0.5636, 0.1727], [1.9128, -0.0773, -2.4577], [-1.9089, -2.7230, -0.8471], [5.4392, -9.9404, 4.5323], [-0.8227, -0.8679, -0.8354], [-0.9168, 9.3033, -4.3718], [-2.5740, 1.0696, -1.1724], [-0.7625, -1.5316, -3.9130], [-0.1344, -5.9954, -2.9604], [0.6561, 0.6730, 0.0938], [1.4722, -0.5141, 0.4412], [0.7194, 1.2201, -2.7303]],
  "nbo_charge": [-0.62, -0.40, 0.22, 0.20, -0.31, 0.12, -0.25, -0.21, 0.08, -0.36, 0.23, 0.73, -0.50, -0.53, -0.16, 0.14, -0.17, 0.82, -0.62, -0.59, -0.08, -0.53, 0.22, 0.23, 0.16, 0.19, 0.19, -0.31, -0.46, -0.19, 0.20, 0.19, 0.22, 0.23, 0.21, 0.23, -0.43, 0.12, -0.28, -0.13, -0.21, 0.08, -0.27, 0.25, -0.22, 0.26, 0.22, 0.20, 0.26, 0.16, 0.24, -0.37, 0.22, 0.19, 0.20, 0.16, 0.22, 0.20, 0.21, 0.21]
}

No. 2
{
  "formula": "C3H5N",
  "method": "the ωB97M-V functional and the def2-TZVPD basis",
  "e_above_lowest_kcal_mol": 63.3,
  "homo_ev": -9.0,
  "smiles": "C=CN=C",
  "homo_lumo_gap_ev": 9.1,
  "e_tot_ha": -171.95420,
  "species": ["C", "C", "N", "C", "H", "H", "H", "H", "H"],
  "xyz": [[-1.5510, 0.6287, -0.1247], [-0.5129, -0.0753, 0.3495], [0.7514, 0.4929, 0.4324], [1.7927, -0.2369, 0.0736], [-2.4318, 0.0527, 0.1045], [-1.6423, 1.4896, -0.7852], [-0.6033, -1.1205, 0.5914], [2.5392, 0.0975, -0.7305], [1.6580, -1.3286, 0.0891]],
  "atomic_forces_ev_per_a": [[-0.2526, -1.6415, 0.3404], [0.3068, 1.1769, 0.7000], [3.5555, -0.1559, -2.8572], [-2.8938, 0.5041, -1.2381], [-0.7593, 0.0892, -0.8211], [0.5264, 0.1829, 0.9084], [-0.3816, -0.4088, 0.5866], [-0.2706, 0.3385, 2.3974], [0.1692, -0.0853, -0.0166]],
  "nbo_charge": [-0.41, -0.04, -0.42, -0.04, 0.19, 0.22, 0.17, 0.20, 0.13]
}